{"formula": "C17H12BaN2O3", "method": "ωB97M-V with the def2-TZVPD basis set", "species": ["O", "C", "C", "C", "C", "C", "C", "C", "N", "C", "O", "C", "O", "C", "C", "C", "C", "C", "C", "C", "N", "C", "H", "H", "H", "H", "H", "H", "H", "H", "H", "H", "H", "H", "Ba"], "positions_angstrom": [[-2.191, 1.554, -1.735], [-3.343, 1.304, -2.037], [-4.138, 0.070, -1.432], [-3.583, -0.209, 0.024], [-4.384, 0.187, 1.178], [-3.855, -0.082, 2.575], [-2.544, -0.687, 2.741], [-1.709, -1.057, 1.536], [-0.455, -1.594, 1.791], [0.223, -1.890, 0.659], [1.556, -2.412, 0.823], [2.285, -1.292, 1.263], [2.341, -1.019, 2.430], [3.012, -0.313, 0.293], [3.146, 1.107, 0.770], [3.823, 2.131, -0.045], [4.410, 1.819, -1.445], [4.251, 0.325, -1.904], [3.585, -0.674, -1.034], [-0.338, -1.702, -0.703], [-1.560, -1.185, -1.014], [-2.214, -0.851, 0.162], [-3.811, 2.002, -2.805], [-5.249, 0.218, -1.448], [-3.930, -0.869, -2.030], [-5.378, 0.677, 1.054], [-4.443, 0.199, 3.483], [-2.118, -0.896, 3.761], [2.736, 1.432, 1.756], [3.908, 3.176, 0.345], [4.915, 2.592, -2.129], [4.683, 0.077, -2.912], [3.522, -1.727, -1.408], [0.310, -2.018, -1.570], [6.541, 1.609, -0.992]], "atomic_forces_ev_per_a": [[-1.215, -0.389, -0.028], [0.534, -0.051, -0.187], [0.930, -0.183, 0.749], [-0.950, 0.467, 1.429], [2.873, -1.466, -0.081], [2.176, -0.835, -1.689], [-1.582, 0.743, -1.678], [-0.864, 0.291, 0.730], [0.065, 0.062, -3.207], [-2.825, 0.678, 0.098], [0.228, 2.416, -0.768], [-0.287, -0.418, 1.436], [0.432, -0.060, -1.192], [0.994, 2.085, -1.723], [1.179, -0.734, -2.301], [-0.039, -1.628, -2.149], [-7.383, -2.879, 1.226], [-1.064, 2.118, 1.981], [0.424, 2.157, 0.335], [0.600, -0.202, -0.197], [2.245, -0.916, 3.725], [-2.453, 1.083, 0.620], [-0.153, -0.972, 0.705], [1.068, 0.083, 0.150], [-0.106, 1.224, 0.296], [1.032, -0.554, 0.029], [0.542, -0.302, -1.046], [-0.485, 0.247, -1.329], [0.334, -0.568, -0.948], [-0.187, -0.993, -0.358], [-2.178, -0.726, 0.598], [-0.664, -0.068, 1.079], [-0.043, 1.088, 0.433], [-0.783, 0.312, 1.018], [7.605, -1.111, 2.242]], "gap_ev": 3.29, "homo_energy_ev": -12.55, "fmax_ev_per_a": 8.0, "total_energy_ev": -27617.41539, "total_charge": 2}